# C6H8N2O2

An isolated molecule of C6H8N2O2 at a distorted geometry (ωB97M-V with the def2-TZVPD basis set, the Open Molecules 2025 dataset).

XYZ file:
```
18
Properties=species:S:1:pos:R:3:forces:R:3
O 1.034763 -0.950829 -2.766494 0.0 0.5 1.2
O 2.963648 -0.175076 -1.535983 0.1 -0.4 -1.9
N 1.743468 -0.317210 -1.663607 1.3 0.1 0.7
N -0.313205 -1.088854 -2.334586 1.4 0.4 0.9
C -0.235207 1.045638 1.203926 -0.4 -0.3 -1.1
C -0.341713 -0.580236 -1.126027 -0.5 0.0 -0.3
C 0.915873 -0.019947 -0.729412 -2.8 0.2 1.1
C -1.122024 -0.213638 1.218169 0.0 0.4 0.3
C -1.551989 -0.648123 -0.200332 0.8 0.2 -0.4
C 1.138129 0.701838 0.596364 -0.4 0.0 -0.7
H -0.740547 1.833057 0.620667 0.2 -0.2 -0.1
H 1.650234 0.020335 1.265632 0.3 -0.1 0.2
H -2.335475 0.010844 -0.622135 0.2 -0.4 0.4
H -1.991342 -0.043416 1.848881 -0.2 0.0 -0.1
H -0.109258 1.493270 2.170793 0.1 -0.1 0.7
H 1.726963 1.623095 0.521295 0.1 -0.4 -0.4
H -0.557229 -0.995344 1.734806 0.0 -0.2 -0.3
H -1.875088 -1.695404 -0.201958 -0.3 0.3 0.0
```
Positions in Å, forces in eV/Å.

Results
Max |F| = 3.05 eV/A
DFT total energy = -13422.69113 eV
Net charge = 0
LUMO = 0.52 eV
Highest occupied orbital energy = -9.11 eV
HOMO-LUMO gap = 9.6 eV
SMILES = [O-][n+]1onc2c1CCCC2